1.
{
  "formula": "C20H23CdN5S3",
  "method": "ωB97M-V/def2-TZVPD",
  "charge": 2,
  "homo_ha": -0.512,
  "multiplicity": 1,
  "symbols": ["Cd", "N", "C", "N", "C", "N", "N", "C", "C", "C", "C", "C", "C", "N", "C", "C", "C", "C", "C", "C", "H", "H", "H", "H", "H", "H", "H", "H", "H", "H", "H", "C", "C", "S", "C", "C", "S", "C", "C", "S", "H", "H", "H", "H", "H", "H", "H", "H", "H", "H", "H", "H"],
  "xyz": [[-0.4588, -0.7845, -0.0875], [1.2074, 3.2883, -1.8089], [0.8741, 2.0078, -1.7617], [-0.0552, 1.4961, -0.9996], [-0.7869, 2.3710, -0.1939], [-1.8420, 1.9838, 0.4459], [-2.1101, 0.6520, 0.2532], [-3.3215, 0.3016, 0.0968], [-3.6353, -1.0963, -0.2339], [-4.9496, -1.5104, -0.3479], [-5.2062, -2.8317, -0.6939], [-4.1373, -3.6794, -0.9149], [-2.8490, -3.1774, -0.7843], [-2.5920, -1.9144, -0.4560], [-0.3746, 3.7678, -0.0943], [-0.9761, 4.6700, 0.7886], [-0.5748, 5.9878, 0.7991], [0.4231, 6.4295, -0.0732], [1.0294, 5.5557, -0.9520], [0.6239, 4.2267, -0.9484], [1.9190, 3.5877, -2.4592], [1.4267, 1.3591, -2.4304], [-4.1177, 1.0388, 0.1517], [-5.7548, -0.8112, -0.1677], [-6.2234, -3.1857, -0.7912], [-4.2843, -4.7135, -1.1917], [-1.9963, -3.8175, -0.9744], [-1.7563, 4.3181, 1.4482], [-1.0381, 6.6873, 1.4805], [0.7251, 7.4678, -0.0623], [1.8037, 5.8943, -1.6285], [3.3578, -1.5000, 2.5368], [3.7305, -0.6522, 1.3298], [2.3722, -0.1556, 0.2151], [2.6603, -1.1241, -1.2801], [2.3890, -2.6189, -1.1890], [0.6516, -2.9854, -0.8073], [0.6683, -3.9190, 0.7561], [1.1331, -3.1999, 2.0137], [2.9435, -3.2257, 2.2015], [2.5739, -1.0342, 3.1348], [4.2377, -1.5518, 3.1810], [4.4852, -1.1482, 0.7192], [4.1541, 0.2930, 1.6714], [3.6818, -0.9554, -1.6228], [2.0015, -0.6861, -2.0352], [2.9966, -3.0926, -0.4207], [2.6028, -3.0891, -2.1484], [1.2553, -4.8182, 0.5648], [-0.3701, -4.2407, 0.8645], [0.6892, -3.7025, 2.8737], [0.7938, -2.1624, 2.0332]],
  "forces_ev_per_a": [[0.1, 0.2, -0.5], [0.0, 0.0, 0.0], [0.0, 0.0, -0.1], [0.0, 0.0, 0.0], [0.0, 0.1, 0.0], [0.0, 0.0, 0.0], [-0.1, 0.0, 0.2], [0.0, 0.0, 0.0], [0.0, 0.0, 0.1], [0.0, 0.0, 0.0], [0.0, 0.0, 0.0], [0.0, 0.0, 0.0], [0.0, 0.0, 0.0], [-0.1, -0.1, 0.1], [0.0, 0.0, 0.0], [0.0, 0.0, 0.0], [0.0, 0.0, 0.0], [0.0, 0.0, 0.0], [0.0, 0.0, 0.0], [0.0, 0.0, 0.0], [0.0, 0.0, 0.0], [0.0, 0.0, 0.0], [0.0, 0.0, 0.0], [0.0, 0.0, 0.0], [0.0, 0.0, 0.0], [0.0, 0.0, 0.0], [0.0, 0.0, 0.0], [0.0, 0.0, 0.0], [0.0, 0.0, 0.0], [0.0, 0.0, 0.0], [0.0, 0.0, 0.0], [0.0, 0.0, 0.0], [0.0, 0.0, 0.0], [0.0, 0.1, 0.1], [0.0, -0.1, -0.1], [0.0, 0.0, 0.1], [0.0, -0.1, 0.0], [-0.1, 0.0, 0.0], [0.0, 0.0, 0.0], [0.0, 0.0, 0.0], [0.0, 0.0, 0.0], [0.0, 0.0, 0.0], [0.0, 0.0, 0.0], [0.0, 0.0, 0.0], [0.0, 0.0, 0.0], [0.0, 0.0, 0.0], [0.0, 0.0, 0.0], [0.0, 0.0, 0.0], [0.0, 0.0, 0.0], [0.0, 0.0, 0.0], [0.0, 0.0, 0.0], [0.0, 0.0, 0.0]]
}

2.
{
  "formula": "C16H17NO",
  "method": "ωB97M-V/def2-TZVPD",
  "smiles": "Cc1c[nH]c2ccccc12.Cc1ccc(O)cc1",
  "homo_ha": -0.295,
  "multiplicity": 1,
  "symbols": ["C", "C", "C", "N", "C", "C", "C", "C", "C", "C", "H", "H", "H", "H", "H", "H", "H", "H", "H", "C", "C", "C", "C", "C", "O", "C", "C", "H", "H", "H", "H", "H", "H", "H", "H"],
  "xyz": [[1.1815, -1.4430, -2.8292], [1.5686, -1.6493, -1.3779], [0.9054, -2.5336, -0.5832], [1.1052, -2.2260, 0.7510], [1.7563, -1.0193, 0.8342], [2.2623, -0.2802, 1.9023], [2.8805, 0.9193, 1.6357], [3.1945, 1.2990, 0.3264], [2.8110, 0.5234, -0.7501], [2.0490, -0.6236, -0.4853], [1.5149, -0.4867, -3.2213], [0.1292, -1.5013, -2.9550], [1.5050, -2.2974, -3.4331], [0.2495, -3.3685, -0.7794], [0.4293, -2.5362, 1.4272], [2.0354, -0.5548, 2.9228], [3.1422, 1.5945, 2.4406], [3.6634, 2.2327, 0.1241], [3.0041, 0.6817, -1.8050], [-2.3867, 1.9869, 2.8003], [-2.3791, 1.3143, 1.4521], [-1.1779, 1.1354, 0.7821], [-1.1090, 0.7499, -0.5612], [-2.2919, 0.4115, -1.1881], [-2.3738, 0.0635, -2.5138], [-3.4989, 0.5793, -0.5383], [-3.5688, 1.0282, 0.7668], [-1.3936, 2.3778, 3.0191], [-2.6007, 1.2789, 3.6109], [-3.1386, 2.7633, 2.9139], [-0.3011, 1.4654, 1.3161], [-0.1361, 0.9165, -0.9918], [-1.5670, -0.3852, -2.7822], [-4.3937, 0.4415, -1.1365], [-4.4852, 1.0578, 1.3400]],
  "forces_ev_per_a": [[1.3, -0.9, 0.2], [-2.0, 0.6, -0.3], [0.4, -0.1, 0.6], [-0.5, -0.1, 0.2], [0.9, 0.2, -0.5], [-1.0, 0.0, 0.4], [0.3, 0.1, -0.1], [-0.5, -0.1, -0.7], [-0.7, -0.8, 0.3], [0.9, -0.4, -0.2], [0.2, -0.1, -0.2], [-1.2, 0.2, 0.1], [0.5, 0.4, -0.2], [0.1, 0.0, -0.4], [0.2, -0.1, 0.2], [0.1, -0.1, 0.1], [0.1, -0.2, 0.1], [0.5, 0.6, 0.1], [0.4, 0.6, 0.2], [0.1, -0.8, 0.6], [-0.4, 0.3, -0.3], [-0.5, 0.5, -0.1], [0.1, 0.3, 1.3], [0.3, 0.5, -0.6], [0.0, -0.2, -0.1], [-0.8, 0.0, 0.1], [0.9, -0.5, 0.5], [-0.1, 0.2, 0.0], [0.0, -0.1, -0.1], [0.0, 0.2, -0.3], [0.4, -0.1, -0.2], [0.0, -0.6, -0.7], [0.1, 0.1, 0.0], [0.0, -0.3, 0.2], [-0.3, 0.3, -0.4]]
}

3.
{
  "formula": "C20H45IO6",
  "method": "ωB97M-V/def2-TZVPD",
  "smiles": "CCCCOC(=O)OCCCI.CCOCC.CCOCC.CCOCC",
  "homo_ha": -0.349,
  "multiplicity": 1,
  "symbols": ["C", "C", "C", "C", "O", "C", "O", "O", "C", "C", "C", "I", "H", "H", "H", "H", "H", "H", "H", "H", "H", "H", "H", "H", "H", "H", "H", "C", "C", "O", "C", "C", "H", "H", "H", "H", "H", "H", "H", "H", "H", "H", "C", "C", "O", "C", "C", "H", "H", "H", "H", "H", "H", "H", "H", "H", "H", "C", "C", "O", "C", "C", "H", "H", "H", "H", "H", "H", "H", "H", "H", "H"],
  "xyz": [[0.1304, 1.7455, -0.9833], [0.3823, 0.3547, -1.8754], [1.9153, 0.3346, -2.4754], [2.7988, -0.9486, -1.9475], [2.9007, -0.9962, -0.4820], [4.2025, -0.5231, 0.0111], [5.4072, -0.8675, -0.4531], [4.1782, 0.3850, 1.1873], [4.8145, 1.6766, 0.8896], [3.7334, 2.6644, 0.1256], [4.4526, 3.1090, -1.2981], [3.2360, 4.5019, -2.4742], [0.3857, 1.4291, 0.1356], [-0.9794, 2.1404, -1.0802], [0.9055, 2.5961, -1.2901], [-0.4058, 0.3969, -2.7645], [0.1354, -0.6085, -1.2558], [2.4827, 1.3042, -2.1027], [1.9146, 0.3524, -3.6478], [2.2642, -1.9650, -2.2736], [3.8181, -0.9230, -2.5206], [5.7888, 1.6173, 0.2444], [5.0745, 2.2044, 1.9251], [3.4154, 3.5836, 0.7867], [2.7539, 2.0103, -0.0318], [5.4928, 3.6021, -1.0776], [4.5642, 2.1234, -1.9578], [-4.0266, -0.6780, 1.1091], [-2.7278, 0.0996, 1.2496], [-2.7754, 1.3959, 0.6582], [-3.7534, 2.2943, 1.1771], [-3.5818, 2.5848, 2.6584], [-4.2975, -0.7834, 0.0515], [-3.9234, -1.6760, 1.5479], [-4.8575, -0.1779, 1.6104], [-1.9328, -0.4503, 0.7362], [-2.4236, 0.1732, 2.2977], [-4.7600, 1.9214, 0.9612], [-3.6459, 3.2318, 0.6189], [-3.6863, 1.6839, 3.2673], [-4.3325, 3.3066, 2.9942], [-2.5863, 2.9981, 2.8543], [8.3461, -3.7223, -4.8287], [7.2059, -2.7354, -4.6354], [5.9434, -3.3616, -4.4199], [5.8420, -4.2079, -3.2768], [6.1110, -3.4882, -1.9662], [8.1357, -4.3901, -5.6729], [9.2826, -3.1898, -5.0249], [8.4971, -4.3484, -3.9473], [7.1060, -2.1330, -5.5438], [7.4238, -2.0349, -3.8241], [6.4974, -5.0774, -3.3924], [4.8164, -4.5949, -3.2629], [7.1255, -3.0858, -1.9205], [5.9827, -4.1732, -1.1226], [5.4198, -2.6472, -1.8428], [-9.8755, 0.7321, 2.7317], [-8.7195, -0.2551, 2.7425], [-7.4590, 0.3497, 3.0213], [-7.3371, 1.0113, 4.2784], [-7.5631, 0.0944, 5.4685], [-9.6952, 1.5251, 1.9957], [-10.8108, 0.2220, 2.4785], [-10.0104, 1.2127, 3.7026], [-8.6368, -0.7089, 1.7499], [-8.9079, -1.0755, 3.4411], [-8.0051, 1.8782, 4.3145], [-6.3159, 1.4073, 4.3269], [-8.5714, -0.3258, 5.4762], [-7.4203, 0.6432, 6.4043], [-6.8593, -0.7449, 5.4437]],
  "forces_ev_per_a": [[0.6, -0.8, 0.4], [-0.5, 1.1, -0.7], [0.2, -0.1, 0.9], [-0.8, -0.6, -2.7], [3.9, 2.1, 0.8], [4.9, -0.7, -1.2], [-8.0, 2.1, 2.4], [-0.1, -1.5, -3.3], [-0.1, 2.2, 0.3], [0.1, -0.5, -0.3], [0.2, -1.5, 1.1], [0.6, -0.6, 0.6], [-0.8, 1.0, -2.2], [2.4, -0.9, 0.4], [-1.8, -1.9, 0.5], [1.8, -0.3, 1.8], [0.6, 1.9, -1.1], [-1.2, -1.9, -0.9], [0.1, -0.2, 2.3], [1.1, 2.2, 0.9], [-1.6, -0.1, 1.6], [-1.8, -0.4, 1.3], [-0.5, -1.6, -2.1], [0.8, -1.7, -1.4], [2.1, 1.5, 0.1], [-2.1, -0.9, -0.6], [0.0, 2.3, 1.4], [-0.2, 0.0, -0.1], [-0.1, 0.0, -0.1], [0.0, 0.0, 0.0], [0.0, -0.1, 0.0], [0.1, 0.0, 0.1], [0.1, 0.0, 0.2], [0.0, 0.1, -0.1], [0.0, -0.1, 0.1], [0.0, 0.3, -0.1], [-0.1, 0.0, 0.1], [0.0, 0.0, 0.1], [0.2, -0.3, 0.0], [-0.1, 0.0, 0.0], [0.1, -0.1, -0.1], [-0.1, 0.0, -0.1], [0.0, -0.2, 0.0], [0.0, -0.1, 0.0], [-0.1, 0.1, -0.1], [0.1, 0.0, 0.1], [-0.1, 0.1, -0.1], [0.0, 0.2, 0.1], [-0.1, -0.1, 0.0], [0.1, 0.1, 0.0], [-0.2, -0.1, 0.1], [0.1, 0.0, 0.1], [0.1, 0.0, 0.0], [0.1, 0.2, -0.2], [0.0, -0.1, 0.1], [0.0, 0.1, -0.1], [0.2, -0.3, 0.0], [0.0, 0.2, 0.0], [0.0, 0.1, 0.0], [0.1, 0.0, -0.1], [0.0, -0.1, 0.0], [0.0, -0.2, 0.0], [0.0, -0.2, 0.1], [0.1, 0.1, 0.0], [-0.1, -0.1, 0.0], [0.2, 0.1, 0.1], [-0.1, 0.0, 0.1], [-0.1, 0.0, 0.1], [-0.1, -0.1, -0.2], [0.0, 0.1, 0.1], [0.0, 0.0, -0.1], [-0.1, 0.1, 0.0]]
}

no.,frontier orbital gap (eV)
1,7.67
2,8.80
3,9.78